# 1
ORCA calculation (ωB97M-V with the def2-TZVPD basis set) on a molecular structure, C21H22N2O2SSn.

For the LUMO energy, the calculation gives -5.7226 eV. The gap between HOMO and LUMO is 8.9 eV. Its highest occupied orbital energy is -14.6 eV. The largest force on an atom is 0.860 eV/Å. Its net charge is +2.

Last column: Löwdin charge in e.
Positions of all 49 atoms, in Å:
C -3.2764 -4.7695 0.2681  -0.0576
C -2.3375 -6.0164 -1.5700  -0.0414
H -5.2101 -2.1143 -0.6134  0.0768
O 2.0254 0.1292 1.1474  -0.2172
C 2.3330 -5.2833 1.8184  -0.0425
C 3.4401 -5.6258 1.0406  -0.0356
C -5.6953 -1.3396 -0.0218  -0.0714
H -2.3986 -6.8360 -2.2732  0.1222
H -5.1448 0.2564 -1.4067  0.1315
H -5.5864 -1.5780 1.0351  0.0856
O -0.0879 -1.9444 0.2462  -0.7699
H 2.8524 3.6408 -0.7050  0.1388
S 0.2250 -3.0622 -0.7755  1.1181
C -1.2494 -5.1600 -1.6071  -0.0638
C 1.4682 -4.0488 -0.0259  -0.4076
H 4.4207 -5.4468 -0.8591  0.1209
H 1.0278 5.1811 -1.3921  0.1331
C -1.1935 -4.1194 -0.6878  -0.3877
N -2.6064 0.2122 0.4118  0.0748
C 1.8143 3.3740 -0.5544  0.0163
C 2.5664 -4.3698 -0.8114  -0.0734
H -2.1253 -3.0806 0.9444  0.0941
H -5.6593 0.8356 0.1703  0.1325
C 2.6042 1.2246 0.4278  -0.1253
H 3.1157 0.8612 -0.4652  0.1490
H 2.6469 -4.0048 -1.8286  0.1156
H 4.2132 -6.2547 1.4619  0.1218
C 1.4967 2.1610 0.0300  -0.2360
H 2.7114 -0.4873 1.4350  0.1300
N 0.2244 1.7915 0.2472  -0.0405
Sn -0.3179 -0.1862 1.3641  1.4054
H -1.3441 4.5034 -0.9642  0.1269
C -3.3474 -5.8206 -0.6346  -0.0431
C 3.5580 -5.1769 -0.2649  -0.0466
H -4.1954 -6.4919 -0.6120  0.1202
H -6.7554 -1.3330 -0.2629  0.0898
C -0.7649 2.6395 -0.1105  -0.1089
C -3.7030 0.1499 0.0785  -0.1198
H -1.7724 2.3178 0.0935  0.0806
C 0.7979 4.2303 -0.9293  0.0036
C -2.1929 -3.9006 0.2448  -0.0789
C 1.3316 -4.4950 1.2869  -0.0583
H 0.4536 -4.2463 1.8697  0.1201
H -4.0622 -4.6293 0.9988  0.1156
H 2.2505 -5.6479 2.8335  0.1207
H 3.3260 1.7436 1.0578  0.1494
C -5.1087 0.0432 -0.3379  -0.1794
H -0.4588 -5.3088 -2.3342  0.1224
C -0.5198 3.8577 -0.6973  -0.0111

# 2
ORCA calculation (ωB97M-V with the def2-TZVPD basis set) on a molecular structure, C21H22N6O2PbS2.

The relative energy (zero: lowest compared OMol25 entry of this formula, charge and spin) comes out at 0.00 kcal per mole. For the LUMO energy, the calculation gives -6.1112 eV. The gap between HOMO and LUMO is 6.8 eV. Its highest occupied orbital energy is -12.9 eV. The largest force on an atom is 0.598 eV/Å. Its net charge is +2.

Last column: Löwdin charge in e.
Positions of all 54 atoms, in Å:
C 2.9047 -1.1414 2.4226  -0.2895
C 0.0523 -0.2404 -3.1128  -0.7972
C -3.0419 -1.2877 4.3530  -0.0041
C 3.1321 -1.5500 0.9947  -0.0754
H -4.3110 -4.2970 3.8077  0.1136
C 2.0093 2.5058 -4.5473  0.0072
H 1.8996 3.1560 -3.6804  0.0897
C 0.4405 0.8289 -5.5989  0.0598
C -0.3863 -0.2514 -5.4610  -0.2177
H -2.8913 3.1838 2.6624  0.1323
H -1.8268 0.4642 4.5125  0.1172
C 1.0654 1.3555 -4.4618  -0.2582
C -3.1546 -2.5981 3.8465  -0.2890
N 0.4734 0.5473 1.5043  -0.2138
C -2.0914 -3.1239 3.0827  -0.0073
C -1.1239 -0.9110 -6.5723  0.0207
O 1.5476 -1.2078 2.9099  -0.2077
C -0.4157 1.5927 1.3104  -0.5086
C 4.4263 0.2993 1.4869  -0.0701
H -2.1975 -0.9009 -6.3705  0.1102
H -0.1586 -2.7964 2.2569  0.1169
C -1.0370 3.2866 -0.1222  -0.0868
N -0.5488 -0.7633 -4.2109  0.1371
H 3.0343 2.1230 -4.5465  0.1115
H -0.8171 -1.9556 -6.6651  0.1112
H 2.7026 -2.4404 0.5532  0.1264
N 0.8478 0.8243 -3.2518  -0.0209
H -1.1451 -1.5707 -4.0801  0.1669
N -1.3594 1.9026 2.1943  0.1493
C -0.8900 -1.0700 3.3342  -0.3077
H -2.6217 4.5619 0.5677  0.1202
C -2.1318 2.9482 1.9237  -0.0548
H 0.6077 1.2632 -6.5736  0.1405
O 0.7920 0.8758 4.0046  -0.2080
C -1.9983 3.7019 0.7646  -0.0168
H 3.4110 -1.8901 3.0399  0.1884
H -0.8765 3.7937 -1.0663  0.1267
S -0.1882 -0.9225 -1.5693  0.6255
N -0.2473 2.2354 0.1343  -0.0463
Pb 1.5833 0.8806 -0.6486  1.2740
N -4.2604 -3.3359 4.0884  0.1512
H 5.1823 1.0574 1.3309  0.1197
C -1.9269 -0.5315 4.1033  -0.0547
H -3.8479 -0.8803 4.9534  0.1243
C 4.0934 -0.7598 0.5029  -0.1369
C -0.9747 -2.3718 2.8247  -0.0482
H 4.6118 -0.9077 -0.4367  0.1173
H 3.6967 0.7138 3.4988  0.1328
H -4.9802 -2.9895 4.6957  0.1149
H 1.8684 3.0799 -5.4603  0.0981
S 0.4852 -0.0779 2.9978  0.8098
C 3.6824 0.1381 2.5823  -0.0160
H -0.9425 -0.4085 -7.5162  0.1002
H -2.1572 -4.1384 2.7071  0.1220

no.,DFT total energy (eV)
1,-45861.904
2,-62074.027